1.
The following is a quantum chemistry calculation of one molecule with the formula C3H8N2O2, from the OMol25 dataset.

```
15
C3H8N2O2, DFT the ωB97M-V functional and the def2-TZVPD basis
C -1.57060 -0.17333 -0.64138
C 0.82663 -0.53115 0.17960
C -0.30372 0.39916 -0.08910
N 2.07377 0.06832 0.55579
N -1.57563 -0.30718 0.81763
O 1.04382 -1.43183 -0.88054
O -0.12389 1.75216 0.13171
H 1.70027 -2.05409 -0.53125
H -0.60688 2.27066 -0.53216
H 2.46388 0.55614 -0.24576
H 1.90079 0.77859 1.26328
H -2.31343 0.27240 1.22024
H 0.24414 -1.07646 1.03509
H -1.49893 -1.08767 -1.22924
H -2.26024 0.56428 -1.05391
```

Mulliken atomic charge list, values in e, 4 entries: -0.5899, 0.0124, 0.6756, -0.6592

***

2.
The following is a quantum chemistry calculation of one molecule with the formula C21H26N4O2, from the OMol25 dataset.

```
53
C21H26N4O2, DFT the ωB97M-V functional and the def2-TZVPD basis
C -6.05645 -1.98500 0.52994
C -5.35301 -1.02349 -0.37910
C -4.61658 0.03058 0.14089
C -3.93886 0.91590 -0.68725
C -4.00926 0.74021 -2.06315
C -4.74426 -0.30540 -2.59382
C -5.40956 -1.18357 -1.75865
H -5.98076 -1.99903 -2.17883
H -4.79770 -0.43458 -3.66514
H -3.49324 1.42490 -2.72217
C -3.16313 2.05768 -0.08809
C -2.40070 1.65058 1.16807
O -2.68106 2.12275 2.25658
N -1.43027 0.72453 1.02169
C -0.89873 0.20339 -0.21532
H -1.57567 0.39507 -1.04419
C 0.47195 0.82673 -0.48151
H 0.90214 0.43847 -1.40436
H 0.36881 1.90888 -0.58145
C 1.43484 0.54643 0.67957
N 1.86543 -0.83426 0.68356
C 3.10627 -1.30867 0.42228
C 3.06733 -2.67887 0.59504
C 1.74235 -2.94118 0.95155
N 1.03760 -1.82869 0.99605
H 1.28123 -3.88330 1.17064
H 3.87189 -3.37452 0.47401
N 4.19553 -0.50145 0.07839
C 4.24311 0.27804 -1.04732
O 3.28030 0.44974 -1.76415
C 5.55107 0.94001 -1.31145
C 6.45829 1.39270 -0.19586
C 6.86950 0.25235 -1.06223
H 6.86622 -0.74924 -0.65737
H 7.65318 0.41215 -1.78665
H 6.15671 1.19830 0.82282
H 6.95997 2.34006 -0.31917
H 5.48732 1.57425 -2.18675
H 5.06862 -0.75913 0.51368
C 0.78903 0.93243 2.01755
C -0.61936 0.35406 2.16249
H -1.09946 0.75086 3.05844
H -0.56626 -0.73630 2.21453
H 1.41154 0.58704 2.84456
H 0.73153 2.02164 2.06206
H 2.34104 1.14438 0.53759
H -0.78638 -0.87969 -0.10165
H -2.47851 2.48817 -0.82182
H -3.86031 2.84130 0.22239
H -4.56810 0.17270 1.21109
H -6.99249 -2.32154 0.08926
H -5.43016 -2.86173 0.69876
H -6.26254 -1.52660 1.49392
```

Mulliken atomic charge list, values in e, 4 entries: -1.5321, 0.8266, -0.4220, 0.3567

***

3.
The following is a quantum chemistry calculation of one molecule with the formula C5H8N2, from the OMol25 dataset.

```
15
C5H8N2, DFT the ωB97M-V functional and the def2-TZVPD basis
C -2.29149 -0.13046 0.20654
C -0.83363 0.18731 -0.01121
C -0.40111 1.49519 -0.57732
N 0.83488 1.77812 -0.71037
C 1.30999 -1.20360 0.03100
N 2.53290 -1.14077 0.65866
C 0.14894 -0.64167 0.26932
H -2.75241 -0.47140 -0.73271
H -2.39356 -0.95028 0.92306
H -2.87066 0.72661 0.56220
H -1.20483 2.21420 -0.79026
H 0.95740 2.72356 -1.06868
H 2.56752 -0.87701 1.62891
H 3.25782 -1.76332 0.34847
H 1.13825 -1.94647 -0.73761
```

Mulliken atomic charge list, values in e, 4 entries: -1.2415, 0.3800, -0.1312, -0.5821

***

Number 1: HOMO-LUMO gap 9.7 eV, LUMO energy 0.61 eV. Number 2: HOMO-LUMO gap 9.2 eV, LUMO energy 0.57 eV. Number 3: HOMO-LUMO gap 8.8 eV, LUMO energy 0.81 eV.